The following is a quantum chemistry calculation of one molecule with the formula C11H8O in a non-equilibrium geometry, from the Open Molecules 2025 dataset.

Computed properties:
spin multiplicity = 1
LUMO (alpha / beta) = -0.005 / -0.005 hartree
ΔE to the lowest compared entry with this formula, charge and spin = 460.7 kJ/mol
total energy = -499.0257 Ha
gap between HOMO and LUMO (alpha / beta) = 6.9 / 6.9 eV
molecular weight = 156.18 g mol⁻¹
total charge = 0
structure (SMILES) = CC#C/C=c1\ccccc1=C=O

Each line ends with the natural charge from an NBO analysis.
Positions of all 20 atoms, in Å:
C (3.4827, -1.4727, -0.1694)  -0.69
C (2.0407, -1.4548, -0.0151)  0.04
C (0.8654, -1.3756, 0.2231)  -0.08
C (-0.5258, -1.5575, 0.3072)  -0.27
C (-1.4813, -0.5866, 0.1050)  0.00
C (-0.9929, 0.7471, -0.1684)  -0.21
C (-1.7551, 1.8630, -0.3562)  -0.18
C (-3.1773, 1.8153, -0.1467)  -0.28
C (-3.7094, 0.6098, 0.1420)  -0.13
C (-3.0174, -0.7007, 0.1137)  -0.36
C (-4.1537, -1.3963, -0.0831)  0.77
O (-5.2069, -1.8320, -0.1218)  -0.43
H (4.0761, -1.7479, 0.7557)  0.24
H (3.7565, -0.4345, -0.5663)  0.24
H (3.8033, -2.2686, -0.8283)  0.24
H (-0.8704, -2.5859, 0.7218)  0.22
H (0.0610, 0.8909, -0.2280)  0.23
H (-1.3125, 2.8435, -0.4222)  0.21
H (-3.7987, 2.6462, -0.1843)  0.22
H (-4.7763, 0.4629, 0.4105)  0.21